This record from the OMol25 dataset describes C72H110CuF24N11O9P2 as an isolated structure. The level of theory is the ωB97M-V functional and the def2-TZVPD basis.

```
229
Properties=species:S:1:pos:R:3
Cu 1.3136 -0.1131 -2.7340
P -0.1196 -0.2321 0.1239
P 0.6652 2.4450 -5.0335
F 1.4344 3.0939 -3.7826
F -5.0097 -3.4179 -5.1281
F 2.3224 -7.4498 -1.9630
F -0.4054 3.7010 -5.1572
F -3.6847 -4.1882 -6.6255
F -0.0832 1.8822 -6.3632
F 0.3007 3.5616 5.7039
F -1.2309 0.6845 0.8162
F -3.0338 -3.8427 -4.6022
F -1.0236 -1.5552 0.5500
F 1.8920 -5.4633 -1.2471
F 2.1668 -7.0796 0.1502
F 0.9025 1.0069 -0.2291
F -0.3904 1.6876 -3.9813
F -0.7981 -0.1600 -1.3177
F -1.7135 2.8906 5.6276
F 0.9456 -1.2524 -0.5574
F 1.7213 3.3079 -5.9251
F 0.6033 -0.3813 1.4965
F -0.4933 2.6814 3.8078
F 1.6501 1.1359 -5.0350
F -5.7816 -5.1941 0.7143
F -7.2293 -5.8982 2.2573
F -6.6516 -3.7795 2.1818
O -5.3614 -5.5194 4.2758
O -0.5909 0.9524 6.9161
O -0.3231 -8.2388 -0.8109
O -2.6044 -1.8784 -7.0133
O -3.8424 -5.2828 2.5369
O -3.3976 -1.0040 -5.0581
O -0.6190 -5.9675 -0.8884
O 3.7078 -0.0402 -2.6584
O 0.9237 0.6043 5.2609
N -3.4669 -1.0929 -0.2297
N 4.6018 -1.0240 -0.1138
N 6.2289 -2.8197 -2.5725
N -4.5651 1.8324 0.0989
N -4.5202 5.0246 -3.3110
N -1.7751 -0.5741 3.4263
N 4.0535 3.1949 2.2876
N 0.8501 -2.9455 2.9501
N -0.5867 -2.3293 -3.2284
N 5.6575 -3.9840 0.7075
N 0.3693 5.0602 -2.2192
C -3.6485 2.7769 0.4862
C -2.7920 0.3152 3.6510
C -3.6723 -0.0969 4.6226
C -5.3376 -1.5767 -1.3801
C -1.8965 -5.9617 -0.3434
C 7.2381 -2.6972 -4.6118
C 2.1410 4.7523 1.8083
C -4.0099 -1.2130 -1.4667
C 1.6476 -6.7614 -1.0366
C -0.0135 1.2843 5.7791
C 0.6086 -5.1343 2.8188
C -4.8415 2.0501 -3.8041
C 5.0139 -4.9424 0.0047
C 4.8430 1.3938 5.7043
C -4.0694 5.9802 -2.1615
C 6.0160 -0.9890 1.5855
C 7.4158 -2.8780 -3.2095
C 7.0436 -5.6555 0.5908
C -2.6532 -4.8233 -1.0584
C 0.4962 6.4037 -2.4063
C -5.0776 -5.2811 3.1017
C 3.6670 4.6632 2.0190
C 5.1926 2.7388 1.4038
C 5.9144 -5.9669 -0.1904
C 5.9118 -0.6372 0.2049
C -3.2520 -1.9417 -5.8677
C -1.3890 -0.5696 8.5731
C -5.6585 3.5928 0.7561
C -0.4338 -1.1250 -7.9357
C -2.6987 -6.8721 4.0643
C 1.9281 3.5328 1.0060
C -5.0277 7.1179 -1.7872
C -3.8117 -3.3433 -5.5638
C -5.6615 -1.5137 -0.0255
C -3.3222 4.0109 -3.4725
C 5.8540 -2.5873 -4.7977
C -1.9153 -0.7294 -7.5572
C 4.7299 1.5002 4.1950
C -6.1821 -5.0416 1.9912
C -4.7171 5.7899 -4.6836
C 6.9467 -4.3979 1.1268
C -0.4872 2.6739 5.1710
C -0.1710 7.0327 -1.4054
C -3.6521 2.7882 -4.4005
C 1.0785 -4.8185 4.1033
C 0.1347 -7.0963 -0.9421
C -0.4323 4.7527 -1.1416
C 0.0403 -1.5830 -4.1964
C 0.4913 -3.9660 2.1148
C 7.6654 2.6936 0.7481
C 4.7880 -1.4871 2.0808
C -4.4686 -1.3421 0.6925
C -4.3698 3.8623 1.0086
C 3.9287 -1.4178 0.9782
C -2.7612 -5.5155 3.4086
C -0.3256 -0.3019 7.5261
C -5.7944 2.3158 0.4141
C -4.5366 7.9774 -0.6117
C -6.0634 2.9320 -3.7298
C 6.5223 3.3680 1.6521
C 0.2194 -3.3687 -3.0000
C -0.7316 5.9790 -0.5890
C 2.7513 2.4454 1.8008
C 1.4032 -3.2957 -3.7697
C 4.3359 2.9223 3.8138
C -3.0493 -1.2129 5.1366
C 1.2578 -3.4539 4.1411
C -1.9483 -1.5571 4.3671
C 1.3030 -2.1466 -4.4975
C 5.2331 -2.6874 -3.5462
C 5.9944 2.2783 6.3098
C -5.8528 4.2799 -2.8977
H -0.5442 -0.7473 -4.5517
H -6.6230 -1.7210 0.4206
H -6.5075 4.2313 0.9507
H -3.6695 -4.7584 -0.6698
H -2.6528 -4.7842 4.2095
H -0.1856 8.0992 -1.2357
H 5.1763 1.6674 1.6037
H 2.8854 -1.6735 0.8659
H 7.6386 1.6314 0.9912
H -5.0933 1.1178 -4.3096
H 7.9348 -6.2629 0.6467
H -1.2093 -2.3376 4.4725
H 0.2336 -1.1921 -7.0766
H 7.6356 -3.7958 1.7006
H -6.6903 1.7390 0.2379
H -3.1159 6.3734 -2.5139
H -4.3438 0.8870 -0.1791
H 2.1803 2.1402 2.6777
H -3.9364 4.7410 1.4631
H 2.9485 1.6087 1.1307
H 0.8939 3.1985 0.9228
H -0.3140 -2.0993 -8.4097
H 0.8971 -1.9759 2.6714
H 6.5277 -0.1878 -0.5601
H -5.9926 6.7090 -1.4875
H 4.1305 0.6749 3.8107
H 7.5499 3.1048 -0.2548
H 5.7511 -6.8933 -0.7209
H 8.6527 3.0309 1.0637
H 0.1639 -3.7434 1.1100
H -6.8720 2.3779 -3.2532
H 1.6164 4.7235 2.7634
H 5.7619 3.3238 6.5121
H 6.1810 -2.9599 -1.5734
H -1.1024 -1.4518 9.1456
H -3.4739 -1.7041 5.9997
H -6.4940 3.0559 -4.7235
H -3.4373 -1.1205 -2.3777
H -2.8046 2.1032 -4.4253
H -1.7626 -6.9095 4.6214
H -3.5676 -7.0724 4.6911
H 4.0400 5.4120 2.7178
H -2.5727 -7.5920 3.2556
H -4.8258 4.9429 -5.3611
H 2.2780 -3.9289 -3.7815
H -1.3720 0.3113 9.2148
H -2.9521 1.1403 2.9729
H 6.9323 -0.9497 2.1557
H 4.1422 -0.8276 -0.9915
H -3.9532 5.3400 -1.2870
H 3.9352 1.5376 6.2903
H -2.3091 -0.2882 -8.4728
H 1.1081 6.7478 -3.2270
H 2.4247 3.6565 0.0437
H 0.3901 -6.0534 2.2954
H -2.3616 -0.8202 8.1496
H -2.6011 2.5453 0.3608
H -1.8488 -5.8011 0.7336
H -2.5126 4.6403 -3.8417
H 1.3247 -5.6364 4.7642
H -2.7136 -5.0909 -2.1133
H 4.0210 0.4677 -1.8848
H -2.4764 -0.9969 -0.0570
H 7.9730 -2.6718 -5.4028
H -4.4878 1.6822 -2.8409
H -1.8478 -5.3956 2.8260
H 5.3582 -3.0304 0.8528
H -4.2426 -1.3462 1.7486
H 0.1040 -0.3693 -8.5083
H 6.4155 1.8117 7.2004
H -3.1095 3.6533 -2.4650
H -4.8957 9.0022 -0.7068
H -6.6834 4.9800 -2.9872
H -5.9488 -1.7197 -2.2589
H 8.3655 -3.0355 -2.7198
H -1.8797 0.0335 -6.7795
H -4.5192 0.4367 5.0281
H -0.7470 3.7433 -0.9217
H -5.2887 7.7904 -2.6044
H 1.7237 5.6669 1.3869
H 0.6951 -0.4415 7.8823
H -5.6895 4.0508 -1.8446
H 1.7047 -2.8594 4.9242
H -2.2200 -3.8246 -1.0039
H 3.3843 3.1425 4.2976
H -2.4330 -6.9030 -0.4628
H -3.8281 3.0098 -5.4531
H 5.3203 -2.5051 -5.7330
H 4.0073 -4.7682 -0.3455
H 5.6833 1.2243 3.7444
H -3.4493 8.0045 -0.5399
H 1.9406 -1.7867 -5.2915
H 6.8170 2.2945 5.5949
H -4.8993 7.6394 0.3590
H -0.0213 -4.0835 -2.2269
H -0.4389 -1.0135 6.7083
H 6.8912 3.1399 2.6521
H 4.2415 4.9229 1.1298
H 4.8542 2.8637 0.3752
H -3.8678 6.4676 -4.7704
H -1.0535 -0.5683 2.7196
H 0.7161 4.3702 -2.8701
H 4.1862 -2.6602 -3.2824
H 6.5997 4.4549 1.6256
H -1.3601 6.1059 0.2801
H 5.0903 3.6783 4.0317
H 5.0358 0.3267 5.8148
H 4.5038 -1.7699 3.0836
H -1.5049 -2.1690 -2.8393
H -5.6982 6.2648 -4.6808
```

Properties
Kohn-Sham gap = 6.52 eV
Spin multiplicity = 1
E_tot = -8809.24317 Eh

Atomic partial charges in e from the Mulliken method, atoms 1 to 2: atom 1 (Cu): 1.99, atom 2 (P): 0.90